Entry 1:
14
Properties=species:S:1:pos:R:3 method="wB97M-V/def2-TZVPD" total_charge=0 e_lumo_ev=0.8 de_lowest_kcal_mol=9.45 multiplicity=1 energy_ev=-18170.8349
O 4.1722 -2.5263 -0.0252
C 3.4060 -2.7682 0.8553
O 2.0610 -2.7919 0.7123
H 3.6450 -2.8915 1.9160
H 1.9166 -2.4388 -0.1891
C -2.4822 1.9557 -0.0578
C -1.4682 1.2977 -0.9852
S 0.1446 1.0731 -0.2075
H -2.7397 1.3517 0.8089
H -3.3550 2.2785 -0.6235
H -2.0227 2.8783 0.3028
H -1.8191 0.3856 -1.4605
H -1.2676 2.0375 -1.7616
H -0.1911 0.1587 0.7151


Entry 2:
14
Properties=species:S:1:pos:R:3 method="wB97M-V/def2-TZVPD" total_charge=0 e_lumo_ev=0.8 de_lowest_kcal_mol=29.63 multiplicity=1 energy_ev=-18169.9599
O -0.6539 -1.8426 -0.4306
C -0.5706 -0.6257 -0.2791
C 0.7503 0.1828 -0.1000
C 0.9312 0.4471 1.4612
S 2.6442 0.9515 1.8929
H -1.4646 0.0767 -0.2799
H 0.5361 1.0770 -0.6553
H 1.5191 -0.4098 -0.5416
H 0.2533 1.1357 1.9312
H 0.8463 -0.5720 1.8579
H 2.6271 0.7554 3.1934
O -2.4045 -0.0980 -2.5191
H -2.3920 -0.1534 -3.4506
H -2.6219 -0.9247 -2.0803


Entry 3:
14
Properties=species:S:1:pos:R:3 method="wB97M-V/def2-TZVPD" total_charge=0 e_lumo_ev=0.5 de_lowest_kcal_mol=70.75 multiplicity=1 energy_ev=-18168.1769
O 1.6858 0.8672 0.2674
C 0.4854 0.9161 -0.5227
C -0.0538 -0.3934 -0.3661
S -1.4313 -0.6729 -1.6041
C -0.9199 -0.5967 0.9504
O 0.0603 -0.6881 1.9790
H 1.9182 1.7610 0.6499
H -0.2615 1.7607 -0.3507
H 0.7534 1.2590 -1.5216
H 0.7926 -1.1242 -0.4142
H -0.5947 -1.7250 -2.5047
H -1.5642 -1.5846 1.0603
H -1.7121 0.2803 0.7621
H 0.8418 -0.0593 1.6151


Entry 4:
14
Properties=species:S:1:pos:R:3 method="wB97M-V/def2-TZVPD" total_charge=0 e_lumo_ev=0.9 de_lowest_kcal_mol=49.27 multiplicity=1 energy_ev=-18169.1082
C 1.6504 1.1657 -0.5744
C 0.2110 1.4918 -0.1799
C -1.9287 -1.6570 0.6474
O -3.2392 0.5276 0.0387
O -0.5096 0.3246 -0.1464
S -1.9953 0.1966 0.7252
H 1.4522 0.5851 -1.5063
H 2.1403 0.4553 0.0865
H 2.2357 2.0587 -0.6037
H 0.1028 2.0240 0.7247
H -0.0872 2.1883 -0.9084
H -2.7839 -1.9908 0.0716
H -1.0899 -1.8387 0.1308
H -1.8723 -2.0192 1.7429


Entry 5:
15
Properties=species:S:1:pos:R:3 method="wB97M-V/def2-TZVPD" total_charge=0 e_lumo_ev=0.4 de_lowest_kcal_mol=31.95 multiplicity=1 energy_ev=-29005.4631
O 3.0927 0.7570 -2.4977
C 2.7300 0.9658 -1.3751
C 2.5753 -0.1379 -0.3152
C 1.8850 0.3580 0.9354
S 0.5393 -0.8123 1.4053
S -0.4331 0.2690 2.8143
H 2.3435 1.9329 -1.0159
H 2.1012 -0.9951 -0.7950
H 3.5764 -0.5516 -0.1551
H 2.4729 0.3944 1.8487
H 1.3983 1.3265 0.8042
H -1.4390 0.7107 2.0124
O -7.1883 -1.6208 -1.3633
H -6.2593 -1.6341 -1.5861
H -7.3950 -0.9625 -0.7171


Entry 6:
14
Properties=species:S:1:pos:R:3 method="wB97M-V/def2-TZVPD" total_charge=0 e_lumo_ev=0.6 multiplicity=1 energy_ev=-55752.7209
C 0.5240 1.6019 0.3520
C -0.7922 0.8784 0.1293
O -0.5696 -0.5476 0.2153
C -1.3934 -1.3300 -0.6067
Zn 1.8620 0.0836 0.3699
H 0.7127 2.2977 -0.4824
H 0.5129 2.1336 1.3181
H -1.2192 1.1033 -0.8632
H -1.5470 1.0992 0.9021
H -1.2678 -2.3853 -0.3303
H -2.4508 -1.0372 -0.4924
O 3.2081 -1.0453 0.2392
H 3.5288 -1.6428 0.9132
H -1.1084 -1.2096 -1.6639


Entry 7:
15
Properties=species:S:1:pos:R:3 method="wB97M-V/def2-TZVPD" total_charge=0 e_lumo_ev=0.5 de_lowest_kcal_mol=84.19 multiplicity=1 energy_ev=-20215.2999
C 1.4011 -0.5648 -0.3642
C 0.3136 1.6133 -0.6662
C 0.4976 0.5086 0.0882
O -2.7879 1.0745 -0.5504
O -2.5308 -1.5927 -0.0593
O 0.2988 0.4379 1.4398
S -2.5310 0.0264 0.4110
H 2.2601 -0.4168 -1.0287
H 0.7573 -1.2330 -0.9575
H 1.7052 -1.2005 0.4274
H -0.4237 2.3563 -0.4197
H 0.4934 1.5982 -1.7696
H -1.8066 -2.0551 0.3282
H -0.1380 1.2062 1.6888
H -3.9312 0.0274 0.8425


Entry 8:
15
Properties=species:S:1:pos:R:3 method="wB97M-V/def2-TZVPD" total_charge=0 e_lumo_ev=0.6 de_lowest_kcal_mol=13.25 multiplicity=1 energy_ev=-20218.3761
O 1.0500 2.9939 0.8808
C 1.3658 2.2609 -0.0236
O 2.6117 2.1953 -0.4924
C 0.4576 1.2566 -0.6692
C 0.7315 -0.1376 -0.1568
S -0.4209 -0.7738 1.0946
H 3.2809 2.6776 0.0221
H -0.6164 1.4618 -0.5160
H 0.5585 1.3711 -1.7744
H 1.7753 -0.2315 0.1765
H 0.7175 -0.8097 -1.0302
H -1.4760 -0.7847 0.3071
O -4.1488 -5.4091 -1.2818
H -4.7523 -4.9835 -0.6840
H -4.0909 -5.0077 -2.1631


Entry 9:
15
Properties=species:S:1:pos:R:3 method="wB97M-V/def2-TZVPD" total_charge=+1 e_lumo_ev=-3.8 de_lowest_kcal_mol=14.92 multiplicity=1 energy_ev=-14065.5055
O -1.5579 1.5956 1.1288
Tl -2.3735 -0.3184 0.3112
O -0.5203 0.8170 1.7642
H -0.4729 1.3251 2.6133
C -0.0708 -1.6220 -1.5331
O -0.2264 -0.8358 -0.3601
C 0.5236 0.3636 -0.3714
C 0.7504 0.8355 1.0413
H -0.7278 -2.4934 -1.4312
H -0.3526 -1.0478 -2.4295
H 0.9709 -1.9620 -1.6289
H 0.0053 1.1328 -0.9636
H 1.5193 0.2021 -0.8132
H 1.1483 1.8567 1.0562
H 1.3844 0.1510 1.6160


Entry 10:
15
Properties=species:S:1:pos:R:3 method="wB97M-V/def2-TZVPD" total_charge=0 e_lumo_ev=0.7 de_lowest_kcal_mol=29.03 multiplicity=1 energy_ev=-11430.0104
C 0.3073 -0.7010 1.8581
C -0.8815 -0.2262 1.0884
O -1.5973 -0.9484 0.3511
O -1.2936 0.9979 1.4515
H 0.9316 0.1442 2.1562
H -0.0397 -1.2297 2.7488
H 0.9007 -1.3636 1.2261
H -2.1527 1.1259 1.0036
O -0.1701 1.1111 -2.2277
C 0.5280 0.3278 -1.2853
O 1.4578 -0.4951 -1.9434
H -0.8078 0.5186 -2.6586
H 1.0420 1.0121 -0.6040
H -0.3249 -0.3815 -0.8102
H 2.1001 0.1078 -2.3546


Entry 11:
16
Properties=species:S:1:pos:R:3 method="wB97M-V/def2-TZVPD" total_charge=-2 e_lumo_ev=5.9 de_lowest_kcal_mol=81.54 multiplicity=1 energy_ev=-22263.1861
O -1.3656 1.6487 -2.2245
C -1.1797 0.6499 -1.3537
O -1.9649 -0.4366 -1.2493
C 0.1707 0.5215 -0.6473
C 0.4065 -0.7041 0.2120
S 2.1501 -1.0447 0.5171
H -0.0252 0.1647 -1.7691
H 0.7060 1.4978 -0.4406
H -0.0714 -1.5877 -0.2988
H -0.0884 -0.6088 1.1404
H 4.0767 1.6685 1.3438
H 2.8017 0.5073 1.2578
O 3.2715 1.3538 1.7825
H -2.5252 -0.6779 -0.4034
H -2.9493 -1.7910 1.3810
O -3.4135 -1.1614 0.7520


Entry 12:
17
Properties=species:S:1:pos:R:3 method="wB97M-V/def2-TZVPD" total_charge=0 e_lumo_ev="-2.9 / -3.0" de_lowest_kcal_mol=231.94 multiplicity=1 energy_ev=-15516.1910
C -2.9955 -0.4413 4.5446
C -1.8158 -1.0958 5.2467
O -0.5981 -0.5026 4.7567
C 0.5476 -1.0705 5.3033
O 1.7463 -0.5480 4.7913
O 1.7070 -0.4925 3.3465
O -4.1468 -1.0680 5.0791
H -3.0068 0.6390 4.7783
H -2.8968 -0.6725 3.4695
H -1.9887 -0.9948 6.3487
H -1.8302 -2.1726 4.9691
H 0.6940 -0.7413 6.3470
H 0.5220 -2.1894 5.2525
H -4.8737 -0.6696 4.6437
H 2.5790 0.0182 2.9867
O 3.5973 0.7810 2.8852
O 4.5555 -0.0316 2.7630


Entry 13:
13
Properties=species:S:1:pos:R:3 method="wB97M-V/def2-TZVPD" total_charge=0 e_lumo_ev=1.0 de_lowest_kcal_mol=27.58 multiplicity=1 energy_ev=-16122.0416
C 1.4797 -0.0729 -1.3480
O 0.1811 -0.1880 -0.8109
C -0.3449 0.9701 -0.4027
S -1.8004 0.3490 0.5434
C -1.1424 -0.8265 1.6913
H 2.1087 0.4278 -0.6123
H 1.7115 -1.1576 -1.4335
H 1.4408 0.3463 -2.3072
H -0.7515 1.5846 -1.2575
H 0.3203 1.5177 0.2188
H -0.2535 -0.3581 2.0914
H -1.9339 -0.8458 2.4528
H -1.0155 -1.7465 1.1746


Entry 14:
13
Properties=species:S:1:pos:R:3 method="wB97M-V/def2-TZVPD" total_charge=0 e_lumo_ev="-0.4 / -0.7" de_lowest_kcal_mol=125.76 multiplicity=1 energy_ev=-16117.7840
C 0.7782 0.0097 -0.5539
C 1.9773 0.7862 -0.1473
C -2.0163 -0.6160 -0.2541
O -0.8933 1.5357 0.6931
S -0.5622 0.1516 0.4384
H 1.0896 -1.0286 -0.8710
H 1.7541 1.7179 0.1582
H 2.6364 0.3704 0.7074
H 2.6096 0.8626 -1.0445
H -2.6994 -0.6292 0.6107
H -2.2444 -0.2570 -1.2659
H -1.7285 -1.6846 -0.5110
H -0.7012 -1.2184 2.0399


Entry 15:
14
Properties=species:S:1:pos:R:3 method="wB97M-V/def2-TZVPD" total_charge=0 e_lumo_ev=0.6 de_lowest_kcal_mol=38.57 multiplicity=1 energy_ev=-26956.9359
C 1.8031 0.3188 -1.9167
C 2.0748 0.2280 -0.6173
S 2.1367 1.6763 0.4431
S 2.2357 -1.3152 0.1359
H 1.6768 -0.6294 -2.3867
H 1.7912 1.2697 -2.4900
H 0.8308 1.8737 0.2749
H 1.6702 -0.9454 1.2986
C -1.0443 -0.1857 1.8818
O -1.3568 0.2172 0.5950
H -0.4411 -1.0487 1.7476
H -1.9098 -0.4662 2.5511
H -0.4068 0.4880 2.4482
H -2.1233 0.9122 0.5694


Entry 16:
13
Properties=species:S:1:pos:R:3 method="wB97M-V/def2-TZVPD" total_charge=0 e_lumo_ev=0.0 de_lowest_kcal_mol=83.94 multiplicity=1 energy_ev=-13162.3884
C -0.4402 2.4012 -0.0806
C 0.3045 1.4836 0.1110
C 1.2114 0.3691 0.2408
O -2.0692 -1.0279 0.8403
Si -2.4320 -0.4182 -0.4855
H 3.1154 -2.8544 0.5827
H -1.1116 3.2002 -0.1593
H 1.1931 -0.2340 -0.6666
H 2.2259 0.7282 0.4080
H 0.9015 -0.2525 1.0786
H -3.3524 0.6907 -0.6738
H -1.9484 -0.9269 -1.7614
H 2.4020 -3.1591 0.5658


Entry 17:
13
Properties=species:S:1:pos:R:3 method="wB97M-V/def2-TZVPD" total_charge=+2 e_lumo_ev=-12.2 de_lowest_kcal_mol=10.43 multiplicity=1 energy_ev=-11098.5321
Sn 7.9215 -2.8037 -20.9254
C 6.5362 -5.8160 -20.0788
C 7.0555 -5.7221 -21.5095
C 6.0626 -6.0420 -22.6108
O 7.9571 -4.6502 -21.7005
H 5.5567 -5.3377 -20.0755
H 7.2403 -5.4988 -19.3096
H 6.3412 -6.8840 -19.9818
H 7.6340 -6.6433 -21.4408
H 5.5107 -5.1832 -22.9929
H 5.4052 -6.8423 -22.2710
H 6.6891 -6.3384 -23.4521
H 8.0251 -4.5602 -22.6539


Entry 18:
13
Properties=species:S:1:pos:R:3 method="wB97M-V/def2-TZVPD" total_charge=0 e_lumo_ev=0.8 de_lowest_kcal_mol=24.01 multiplicity=1 energy_ev=-21815.7244
C -2.9253 0.4802 -0.1333
C -1.6965 0.8523 -0.4365
P -0.1979 0.2937 0.6547
C 1.4501 -0.7664 0.0942
P 2.7602 0.3573 -0.5552
H -3.7828 0.9569 -0.5839
H -3.1311 -0.3075 0.5725
H -1.4687 1.6528 -1.1266
H -0.8411 -0.8772 1.0837
H 1.1746 -1.5017 -0.6670
H 1.7112 -1.2537 1.0312
H 3.7332 -0.6494 -0.6254
H 3.2143 0.7627 0.6917


Entry 19:
13
Properties=species:S:1:pos:R:3 method="wB97M-V/def2-TZVPD" total_charge=0 e_lumo_ev=0.3 de_lowest_kcal_mol=43.19 multiplicity=1 energy_ev=-21814.8928
C -0.9357 0.2646 1.5313
C -1.5609 0.1790 0.3815
P -1.8353 -1.5116 -0.3666
H -0.3009 -0.5737 2.0197
H -1.0154 1.1453 2.0996
H -2.0510 1.0545 0.0823
H -0.9704 -1.1754 -1.5320
H -0.6703 -2.0197 0.2415
C 2.1351 -0.7760 0.2833
P 2.4277 0.2956 -0.9100
H 1.1519 -1.1293 0.5976
H 2.8992 -1.2805 0.9287
H 1.1164 0.3762 -1.3830


Entry 20:
12
Properties=species:S:1:pos:R:3 method="wB97M-V/def2-TZVPD" total_charge=0 e_lumo_ev=1.1 de_lowest_kcal_mol=28.94 multiplicity=1 energy_ev=-14074.6666
C 0.4830 1.2411 -0.6875
C -0.5194 0.1066 -0.3604
C -0.2818 -0.5917 1.0045
S 0.0159 -2.3336 1.1896
H 0.3331 1.4606 -1.7191
H 1.5619 1.0682 -0.5344
H 0.2792 2.2156 -0.1067
H -1.5431 0.2487 -0.4981
H -0.3946 -0.5368 -1.1679
H -1.0913 -0.1897 1.6466
H 0.8457 -0.0945 1.3123
H 0.3114 -2.5946 -0.0789